{"formula": "C27H19HfN5O11", "method": "the ωB97M-V functional and the def2-TZVPD basis", "lumo_energy_ev": -1.072, "de_lowest_ev": 0.0000, "multiplicity": 1, "total_charge": 0, "orbital_gap_ha": 0.268, "species": ["Hf", "C", "O", "C", "C", "C", "C", "C", "C", "N", "N", "C", "O", "C", "C", "C", "C", "C", "C", "C", "O", "H", "H", "H", "H", "H", "H", "H", "H", "H", "H", "H", "H", "O", "C", "O", "C", "C", "C", "C", "C", "N", "C", "O", "O", "H", "H", "H", "H", "O", "C", "O", "C", "C", "N", "N", "C", "C", "O", "O", "H", "H", "H"], "coordinates": [[0.413324, -0.055687, 0.175025], [4.314675, -1.172847, -2.563013], [4.563525, -0.165305, -1.585726], [3.926658, 1.030890, -1.824733], [4.675850, 2.136189, -2.150972], [4.069022, 3.381529, -2.345404], [2.707753, 3.492575, -2.200389], [1.929607, 2.386473, -1.824502], [0.499140, 2.532537, -1.721025], [-0.251612, 1.680071, -1.120008], [-1.623172, 1.842792, -1.270215], [-2.215480, 0.723850, -0.957588], [-1.562181, -0.330205, -0.553990], [-3.690010, 0.651599, -1.054602], [-4.340637, -0.472864, -0.558048], [-5.723882, -0.558655, -0.614617], [-6.459300, 0.476274, -1.172395], [-5.810498, 1.600174, -1.672351], [-4.430773, 1.690886, -1.613924], [2.531685, 1.126161, -1.637344], [1.855406, 0.040383, -1.301292], [5.011578, -1.983226, -2.358532], [4.501918, -0.787464, -3.568736], [3.288703, -1.537089, -2.503527], [5.747327, 2.017009, -2.250311], [4.667588, 4.242217, -2.608352], [2.213930, 4.444710, -2.355753], [0.022742, 3.380361, -2.211367], [-3.750659, -1.269568, -0.125280], [-6.227701, -1.431616, -0.220739], [-7.538799, 0.409230, -1.217387], [-6.385696, 2.406789, -2.108090], [-3.911536, 2.558481, -1.996742], [1.032800, -4.397947, 0.220067], [1.200361, -3.094639, 0.184489], [0.528799, -2.347727, -0.510235], [2.279989, -2.564704, 1.057607], [3.251633, -3.288845, 1.712140], [4.198198, -2.574211, 2.445809], [4.131603, -1.193296, 2.502221], [3.099687, -0.557184, 1.825980], [2.213406, -1.240938, 1.128602], [2.849036, 0.943624, 1.819426], [3.653351, 1.690660, 2.320524], [1.718801, 1.255132, 1.249801], [0.291300, -4.631549, -0.360390], [3.269943, -4.367225, 1.648309], [4.981551, -3.103863, 2.971074], [4.842662, -0.593691, 3.052592], [-2.797226, -0.048652, 5.410695], [-2.533945, 1.197278, 5.054426], [-2.818608, 2.140047, 5.748611], [-1.870183, 1.415822, 3.734255], [-1.626841, 2.665842, 3.204755], [-1.055295, 2.488700, 2.006743], [-0.906340, 1.199158, 1.717811], [-1.391610, 0.525226, 2.750918], [-1.210412, -0.964243, 2.690127], [-1.836057, -1.695032, 3.446899], [-0.361612, -1.336299, 1.803864], [-2.532309, -0.718573, 4.721147], [-1.838140, 3.638311, 3.615442], [-0.749296, 3.182798, 1.345267]], "forces_ev_per_angstrom": [[-0.1, -0.5, 0.2], [0.0, 0.0, 0.0], [0.0, 0.0, 0.0], [0.0, -0.2, 0.1], [0.0, 0.1, -0.1], [0.0, -0.1, 0.0], [0.0, 0.0, 0.0], [0.0, 0.0, 0.0], [0.0, 0.0, 0.0], [0.1, 0.2, 0.0], [-0.1, 0.0, 0.0], [0.3, 0.1, 0.0], [0.0, 0.0, -0.1], [0.0, -0.1, 0.1], [0.0, 0.0, 0.0], [0.0, 0.0, 0.0], [0.0, 0.0, 0.0], [0.0, 0.0, 0.0], [0.0, 0.0, 0.0], [0.1, -0.1, 0.0], [-0.2, 0.1, 0.1], [0.0, 0.0, 0.0], [0.0, 0.0, 0.0], [0.0, 0.0, 0.0], [0.0, 0.0, 0.0], [0.0, 0.0, 0.0], [0.0, 0.0, 0.0], [-0.1, 0.0, 0.0], [0.0, 0.0, 0.0], [0.0, 0.0, 0.0], [0.0, 0.0, 0.0], [0.0, 0.0, 0.0], [0.0, 0.0, 0.0], [0.1, -0.1, -0.1], [-0.1, 0.1, 0.0], [0.0, 0.0, 0.1], [0.0, 0.1, 0.0], [0.0, 0.0, 0.0], [0.0, 0.0, 0.0], [0.0, 0.0, 0.0], [-0.2, 0.1, -0.1], [0.1, 0.0, 0.1], [0.0, 0.0, 0.0], [0.0, 0.0, 0.0], [0.0, -0.1, 0.0], [0.0, 0.0, 0.0], [0.0, 0.0, 0.0], [0.0, 0.0, 0.0], [0.0, 0.0, 0.0], [0.0, -0.4, -0.2], [0.1, 0.2, -0.1], [0.0, 0.0, 0.0], [-0.1, -0.3, -0.1], [-0.1, 0.1, 0.0], [-0.1, 0.1, 0.0], [0.1, -0.2, 0.1], [0.2, 0.1, 0.0], [-0.2, 0.1, 0.0], [0.0, 0.1, 0.2], [0.0, 0.1, -0.1], [0.0, 0.2, 0.1], [0.0, 0.0, 0.0], [0.0, 0.0, 0.0]], "nbo_charge": [2.437, -0.250, -0.535, 0.283, -0.224, -0.240, -0.162, -0.196, 0.186, -0.429, -0.418, 0.571, -0.810, -0.060, -0.186, -0.218, -0.194, -0.221, -0.182, 0.327, -0.824, 0.188, 0.175, 0.187, 0.226, 0.219, 0.212, 0.199, 0.232, 0.216, 0.214, 0.214, 0.231, -0.629, 0.832, -0.601, 0.081, -0.180, -0.154, -0.169, 0.138, -0.449, 0.771, -0.580, -0.827, 0.516, 0.244, 0.232, 0.257, -0.673, 0.784, -0.584, -0.252, 0.042, -0.280, -0.320, 0.071, 0.806, -0.641, -0.803, 0.517, 0.251, 0.434]}

=====

{"formula": "C27H20Cl5F2MgN3Se3", "method": "the ωB97M-V functional and the def2-TZVPD basis", "lumo_energy_ev": -1.424, "de_lowest_ev": 0.6544, "multiplicity": 1, "total_charge": 0, "orbital_gap_ha": 0.246, "species": ["Mg", "C", "Se", "C", "C", "Se", "C", "H", "H", "H", "H", "H", "H", "H", "H", "H", "H", "Cl", "C", "C", "C", "Cl", "C", "Cl", "C", "Cl", "C", "Cl", "F", "C", "C", "C", "C", "C", "F", "C", "C", "C", "C", "C", "C", "N", "H", "H", "H", "H", "H", "H", "Se", "N", "C", "C", "C", "C", "C", "C", "N", "H", "H", "H", "H"], "coordinates": [[0.715434, -0.411180, 0.699894], [-0.494758, 4.830022, 2.216306], [0.760806, 3.782765, 1.166520], [0.093287, 4.356392, -0.566775], [-1.262629, 3.781420, -0.937662], [-1.330088, 1.891627, -1.408943], [-0.383025, 2.025387, -3.105831], [-0.336501, 5.890655, 2.035592], [-0.293797, 4.604020, 3.262096], [-1.522641, 4.552271, 1.985468], [0.864205, 4.094870, -1.288371], [0.031296, 5.444093, -0.524528], [-1.676674, 4.320741, -1.789007], [-1.965903, 3.880574, -0.112986], [-0.692667, 2.928128, -3.631056], [-0.659791, 1.154435, -3.699073], [0.694436, 2.028756, -2.944963], [3.318383, 1.882649, -1.237312], [3.689619, 1.141332, 0.318723], [2.733999, 0.354068, 0.974587], [3.161979, -0.137464, 2.213344], [2.000919, -1.077892, 3.139432], [4.423580, 0.078264, 2.762583], [4.856354, -0.599977, 4.286523], [5.335719, 0.847377, 2.052412], [6.913611, 1.120004, 2.681941], [4.963736, 1.394232, 0.826545], [6.084287, 2.366828, -0.044460], [-3.388868, 2.318216, 3.324721], [-2.866548, 1.177035, 2.840213], [-1.655173, 1.211458, 2.180756], [-1.102203, 0.042951, 1.644790], [-1.842623, -1.156218, 1.813718], [-3.040563, -1.135653, 2.521355], [-3.725301, -2.283837, 2.749483], [-3.581528, 0.012871, 3.042963], [-1.298417, -2.418394, 1.230778], [-2.084000, -3.526835, 0.900753], [-1.494214, -4.644678, 0.348521], [-0.120097, -4.673071, 0.140065], [0.596517, -3.543079, 0.465953], [0.034529, -2.432564, 0.980374], [-1.134993, 2.164206, 2.091668], [-4.513300, -0.002286, 3.594574], [-3.150863, -3.499561, 1.069129], [-2.106137, -5.500000, 0.078942], [0.378222, -5.542365, -0.271129], [1.668221, -3.510444, 0.317776], [2.395406, -1.276952, -1.762226], [0.694185, -0.947421, -1.379076], [-0.036274, -1.616566, -2.255246], [-1.466026, -1.637852, -2.262805], [-2.083055, -2.363172, -3.224690], [-1.344873, -3.104064, -4.215903], [0.008758, -3.122862, -4.232179], [0.713018, -2.375371, -3.233291], [2.034775, -2.322981, -3.124844], [-2.020129, -1.083505, -1.513228], [-3.166381, -2.388016, -3.254520], [-1.894309, -3.661674, -4.965500], [0.569071, -3.681711, -4.972895]], "forces_ev_per_angstrom": [[-0.2, 0.7, 0.2], [0.0, 0.0, 0.0], [0.2, 0.0, -0.1], [0.0, -0.1, 0.1], [0.0, 0.0, -0.1], [0.2, 0.1, 0.0], [0.0, 0.0, 0.0], [0.0, 0.0, 0.0], [0.0, 0.0, 0.0], [0.0, 0.0, 0.1], [0.0, 0.0, -0.1], [0.0, 0.0, -0.1], [-0.1, 0.1, 0.0], [-0.1, 0.0, 0.0], [0.0, 0.0, 0.0], [0.0, 0.0, 0.0], [0.0, 0.0, 0.0], [-0.3, -0.1, 0.3], [-0.2, -0.1, 0.2], [0.6, 0.0, 0.0], [0.0, 0.2, -0.3], [0.2, 0.0, 0.0], [-0.2, -0.1, 0.1], [0.0, 0.0, 0.0], [0.1, 0.0, 0.0], [0.0, 0.0, 0.0], [-0.1, 0.0, -0.1], [0.1, 0.0, 0.0], [-0.1, 0.3, 0.1], [0.1, -0.1, -0.1], [0.1, -0.1, -0.1], [-0.6, -0.2, 0.3], [0.3, 0.0, -0.2], [0.0, -0.1, -0.1], [-0.1, 0.0, 0.1], [-0.2, 0.1, 0.1], [0.4, 0.2, 0.1], [-0.1, -0.1, 0.0], [-0.1, -0.1, 0.0], [0.0, 0.0, 0.0], [-0.3, 0.4, 0.3], [-0.4, -0.7, -0.2], [-0.2, -0.2, 0.0], [0.1, 0.0, -0.1], [0.1, 0.0, 0.0], [0.1, 0.1, 0.0], [0.0, 0.1, 0.0], [0.1, 0.1, 0.0], [0.7, 0.0, -0.2], [0.4, -0.1, -0.2], [-0.2, -0.1, 0.0], [0.1, 0.0, 0.0], [0.0, -0.1, -0.1], [-0.1, 0.0, 0.1], [0.0, 0.0, 0.0], [-0.1, 0.0, -0.1], [-0.4, 0.0, 0.1], [0.1, 0.0, 0.0], [0.1, 0.0, 0.0], [0.0, 0.0, 0.1], [0.0, 0.1, 0.1]], "nbo_charge": [1.641, -0.798, 0.291, -0.586, -0.577, 0.287, -0.801, 0.219, 0.236, 0.215, 0.231, 0.220, 0.218, 0.227, 0.220, 0.226, 0.217, -0.031, 0.052, -0.615, -0.070, -0.001, -0.101, 0.051, -0.081, 0.058, -0.145, 0.051, -0.331, 0.425, -0.351, -0.499, -0.185, 0.416, -0.339, -0.386, 0.222, -0.245, -0.141, -0.276, 0.051, -0.589, 0.220, 0.241, 0.242, 0.222, 0.229, 0.201, 1.062, -0.812, 0.198, -0.251, -0.171, -0.203, -0.200, 0.073, -0.603, 0.247, 0.223, 0.223, 0.234]}